Entry from the Open Molecules 2025 dataset: C4H7NS in the gas phase (ωB97M-V/def2-TZVPD).

Calculated values
- ΔE to the lowest compared entry with this formula, charge and spin: 234.2 kJ/mol
- Kohn-Sham gap: 8.0 eV
- E_tot: -609.469288 Eh
- Highest occupied orbital energy: -8.610 eV
- Structure (SMILES): C/N=C/C(C)=S
- F_max: 3.91 eV Å⁻¹

Structure (ORCA input):
```
! wB97M-V def2-TZVPD RIJCOSX def2/J DEFGRID3
* xyz 0 1
C 1.14075 2.12515 0.52191
N 1.03614 0.73195 0.45148
C 0.19362 0.17515 -0.38484
C 0.01896 -1.25553 -0.37556
C -1.34462 -1.78257 -0.19332
S 1.34499 -2.25015 -0.41777
H 0.95567 2.54281 1.55178
H 2.13825 2.34503 0.51294
H 0.46349 2.63027 -0.27502
H -0.54280 0.79535 -1.08653
H -1.97171 -1.99206 -1.00588
H -1.44944 -2.83892 0.23182
H -1.98330 -1.22647 0.46900
*
```

Mulliken population analysis, charges in e, atoms 1 to 4: C -0.635; N -0.301; C -0.004; C 0.282

Entry from the Open Molecules 2025 dataset: C6H10O in the gas phase (ωB97M-V/def2-TZVPD).

Calculated values
- ΔE to the lowest compared entry with this formula, charge and spin: 299.2 kJ/mol
- Kohn-Sham gap: 9.1 eV
- E_tot: -309.728426 Eh
- Highest occupied orbital energy: -8.127 eV
- Structure (SMILES): C[C@H]1C[C@H]1CC=O
- F_max: 2.29 eV Å⁻¹

Structure (ORCA input):
```
! wB97M-V def2-TZVPD RIJCOSX def2/J DEFGRID3
* xyz 0 1
C -2.10476 -0.21965 0.14795
C -1.16653 0.81621 -0.37583
C 0.00772 1.31826 0.34009
C 0.50088 0.50344 -0.80726
C 1.13662 -0.83072 -0.42702
C 2.41546 -0.82133 0.42299
O 2.83248 0.08684 1.09738
H -2.55999 0.14879 1.07038
H -1.57414 -1.15033 0.37006
H -2.90511 -0.45245 -0.56454
H -1.64644 1.60446 -0.97034
H 0.18581 2.38438 0.38519
H 0.12031 0.80950 1.29571
H -0.22670 0.54022 -1.68755
H 1.36672 -1.44503 -1.30530
H 0.45189 -1.42631 0.20182
H 2.95316 -1.80445 0.43163
*
```

Mulliken population analysis, charges in e, atoms 1 to 4: C -1.158; C -0.006; C -0.655; C -0.160

Entry from the Open Molecules 2025 dataset: a molecular structure, C16H40F24K3O8P4 (ωB97M-V/def2-TZVPD).

Calculated values
- Kohn-Sham gap: 7.5 eV
- E_tot: -6798.215507 Eh
- Highest occupied orbital energy: -8.380 eV
- F_max: 3.85 eV Å⁻¹

Structure (ORCA input):
```
! wB97M-V def2-TZVPD RIJCOSX def2/J DEFGRID3
* xyz -1 1
K 1.00393 3.96399 6.56040
K 2.58152 -4.68482 5.33761
K 8.34508 1.19876 0.48212
P 1.73827 -0.18016 1.80772
F 1.04574 -1.60983 1.77174
F 1.87763 -0.18048 3.36538
F 3.26181 -0.73614 1.68324
F 2.39787 1.26348 1.70133
F 1.81211 -0.09838 0.16790
F 0.19746 0.36459 1.85999
P 1.03431 -1.52777 10.46125
F -0.43726 -1.85857 11.01989
F 1.55545 -1.76491 11.99839
F 1.29858 -3.15739 10.17077
F 2.52733 -1.41098 10.05860
F 0.51787 -1.29486 8.94378
F 0.81884 0.00689 10.68934
P 5.67330 6.37107 -2.09860
F 5.24811 6.27687 -0.48679
F 4.24115 7.11659 -2.51073
F 6.43262 7.79437 -1.79751
F 6.19754 6.47123 -3.64105
F 7.03486 5.57129 -1.72849
F 4.91309 4.95427 -2.32410
P 9.29609 -4.74878 4.90930
F 10.52766 -5.06164 4.02820
F 8.50474 -6.24987 4.59692
F 10.06915 -5.43313 6.19422
F 8.03799 -4.25529 5.85915
F 10.05244 -3.37080 5.35294
F 8.52493 -3.86114 3.76075
C -6.09815 5.01611 -3.52913
O -4.92241 4.34873 -3.98327
C -4.98839 3.17162 -4.84171
C -3.69425 3.05991 -5.72761
O -2.51089 2.80121 -5.01507
C -1.44127 2.51635 -5.85029
H -6.83050 5.01549 -4.33646
H -5.93553 5.97481 -3.03665
H -6.67360 4.41335 -2.82654
H -5.89005 3.20196 -5.45343
H -5.18498 2.31550 -4.19632
H -3.57029 3.98114 -6.29688
H -3.98803 2.23290 -6.37401
H -1.22528 3.34008 -6.53068
H -1.71608 1.66019 -6.46638
H -0.52005 2.24997 -5.33212
C 6.93956 -1.71060 -4.55602
O 7.81243 -0.67252 -4.80689
C 8.31863 -0.42943 -6.08091
C 7.34908 0.28442 -6.95413
O 6.50381 -0.65364 -7.63908
C 5.64444 -0.09415 -8.59150
H 7.40860 -2.69304 -4.60983
H 6.24103 -1.75602 -5.39154
H 6.40722 -1.73322 -3.60512
H 8.58832 -1.37492 -6.55147
H 9.22993 0.15958 -5.97749
H 7.96172 0.74956 -7.72640
H 6.83135 0.89536 -6.21466
H 6.16922 -0.30002 -9.52441
H 5.40784 0.95546 -8.41705
H 4.70319 -0.64375 -8.60018
C -4.05146 -4.64646 -6.10239
O -4.61313 -4.78779 -4.79836
C -3.73839 -4.61337 -3.71707
C -4.30756 -4.72808 -2.25224
O -4.83349 -5.97591 -1.89422
C -5.54976 -5.91607 -0.65052
H -3.49648 -5.51782 -6.45002
H -3.40175 -3.78996 -6.28233
H -4.81379 -4.61417 -6.88081
H -3.27400 -3.62934 -3.78131
H -2.84844 -5.22922 -3.84671
H -5.12107 -4.02523 -2.07252
H -3.48955 -4.59666 -1.54394
H -6.30148 -6.70226 -0.58034
H -5.97600 -4.91951 -0.53525
H -4.80866 -6.12869 0.11997
C -6.04942 4.06308 6.63075
O -5.42607 2.84728 7.16916
C -5.81410 1.58683 6.53320
C -6.95004 0.92867 7.39207
O -8.07101 1.72501 7.57118
C -8.89483 1.44162 8.68833
H -7.06732 4.07300 7.02045
H -6.13844 4.17701 5.55038
H -5.68519 4.96029 7.13119
H -4.94954 0.93315 6.41772
H -6.22565 1.84654 5.55787
H -6.43282 0.96605 8.35080
H -6.98423 -0.14118 7.18629
H -8.46840 1.89369 9.58382
H -9.05527 0.36842 8.79125
H -9.81947 2.00024 8.54319
*
```

Mulliken population analysis, charges in e, atoms 1 to 4: K 1.002; K 1.003; K 1.002; P 1.128

Entry from the Open Molecules 2025 dataset: 2 unconnected molecules or ions with the total composition C3H6N4O5 (ωB97M-V/def2-TZVPD).

Calculated values
- ΔE to the lowest compared entry with this formula, charge and spin: 114.4 kJ/mol
- Kohn-Sham gap: 9.3 eV
- E_tot: -712.933730 Eh
- Highest occupied orbital energy: -10.544 eV
- Structure (SMILES): C/C(=N\C(N)=O)[N+](=O)[O-].O=NO
- F_max: 4.06 eV Å⁻¹

Structure (ORCA input):
```
! wB97M-V def2-TZVPD RIJCOSX def2/J DEFGRID3
* xyz 0 1
C -0.56582 -1.44036 1.10316
C 0.33480 -0.94120 0.03364
N 0.18197 -0.12399 -0.89895
C -1.03274 0.41551 -1.24350
N -0.97333 1.78110 -1.62159
O -2.06015 -0.23954 -1.22263
N 1.76526 -1.37856 0.14726
O 2.04100 -2.37565 0.73903
O 2.55386 -0.63347 -0.37244
H -0.59040 -2.58440 1.14515
H -1.58341 -1.27127 0.99297
H -0.48279 -0.85268 2.02741
H -0.09671 2.07474 -1.32484
H -1.85179 2.21375 -1.41810
O 1.97985 1.23356 1.82121
N 2.82105 2.06290 1.63339
O 3.72366 1.69767 0.78452
H 3.67293 0.87725 0.30600
*
```

Mulliken population analysis, charges in e, atoms 1 to 4: C -1.228; C 0.642; N -0.395; C 0.503

Entry from the Open Molecules 2025 dataset: 10 unconnected molecules or ions with the total composition C35H65N5O15S5 (ωB97M-V/def2-TZVPD).

Calculated values
- Kohn-Sham gap: 8.2 eV
- E_tot: -4765.736488 Eh
- Highest occupied orbital energy: -7.808 eV
- Structure (SMILES): CCOS(C)(=O)=O.CCOS(C)(=O)=O.CCOS(C)(=O)=O.CCOS(C)(=O)=O.CCOS(C)(=O)=O.c1cc[nH]c1.c1cc[nH]c1.c1cc[nH]c1.c1cc[nH]c1.c1cc[nH]c1
- F_max: 3.62 eV Å⁻¹

Structure (ORCA input):
```
! wB97M-V def2-TZVPD RIJCOSX def2/J DEFGRID3
* xyz 0 1
C 3.03661 -1.08090 5.72428
C 2.89313 0.31015 5.13291
O 4.10230 0.55295 4.41100
S 4.07993 1.30859 2.89109
C 3.47123 2.86536 3.52203
O 5.45003 1.45934 2.46770
O 3.05526 0.67747 2.05433
H 2.82622 -1.70290 4.85425
H 2.37386 -1.26802 6.56917
H 4.01177 -1.32291 6.14688
H 1.89461 0.39498 4.70411
H 2.79982 1.03294 5.94345
H 3.76090 3.52820 2.70666
H 4.02659 3.12971 4.42192
H 2.38970 2.87613 3.65723
C -4.75864 -6.66386 -2.78507
C -5.28579 -5.59772 -1.87379
O -4.36612 -5.11928 -0.93313
S -4.43502 -3.47149 -0.63274
C -3.42147 -2.92422 -2.04366
O -5.82919 -3.02826 -0.83527
O -3.71126 -3.11720 0.57748
H -4.62091 -7.56163 -2.18246
H -3.86067 -6.36154 -3.32391
H -5.43493 -7.11331 -3.51221
H -5.80731 -4.85637 -2.47919
H -6.09967 -5.99632 -1.26812
H -3.96239 -3.12236 -2.96899
H -2.53042 -3.54186 -2.15619
H -3.35030 -1.84247 -2.15701
C 7.26599 -0.15335 -0.93204
C 5.86396 0.35568 -0.79438
O 5.18790 -0.05530 -2.01450
S 3.54943 -0.07300 -2.09162
C 3.16316 -1.74670 -1.46797
O 3.16052 0.88442 -1.03373
O 3.11367 0.05721 -3.49447
H 7.88226 -0.02113 -0.04275
H 7.71209 0.19112 -1.86501
H 7.25235 -1.23265 -1.08380
H 5.25600 0.08340 0.06838
H 5.75829 1.44045 -0.78001
H 2.39794 -1.65203 -0.69753
H 4.07794 -2.12803 -1.01424
H 2.87597 -2.30996 -2.35587
C -3.95181 3.95595 -6.89979
C -3.23037 2.87753 -6.20907
O -2.09637 3.39740 -5.49120
S -1.21716 2.33279 -4.60572
C -0.05537 3.50773 -3.74091
O -2.07699 1.68823 -3.58170
O -0.41635 1.51386 -5.54221
H -4.19063 4.81663 -6.27505
H -4.87415 3.61510 -7.37011
H -3.38262 4.53055 -7.63051
H -3.97017 2.30243 -5.65224
H -2.86127 2.17347 -6.95483
H -0.61954 3.83010 -2.86575
H 0.17259 4.34769 -4.39711
H 0.88754 3.04502 -3.44953
C -5.58199 3.64185 1.09219
C -4.15035 3.18125 1.42810
O -3.41630 4.11244 2.28196
S -1.82002 3.95825 2.32944
C -1.72389 2.27500 3.02332
O -1.23803 3.98369 0.97256
O -1.35210 4.96759 3.31988
H -5.97469 2.98898 0.31268
H -5.68931 4.67801 0.77132
H -6.15040 3.38642 1.98649
H -4.21805 2.19007 1.87652
H -3.60705 3.01329 0.49820
H -1.86891 1.50560 2.26497
H -2.38653 2.27829 3.88877
H -0.73820 1.94628 3.35264
C 1.30332 -3.36622 2.58991
C 2.47672 -2.64770 2.15334
C 3.23381 -3.54277 1.41825
N 2.45535 -4.65314 1.17264
C 1.34070 -4.60961 1.97102
H 0.46511 -3.19143 3.24812
H 2.69851 -1.60677 2.33686
H 4.17486 -3.42059 0.90259
H 2.63235 -5.41780 0.53699
H 0.66334 -5.45064 1.98736
C 0.43388 -2.81293 -3.94720
C 0.43335 -3.57927 -2.82584
C 0.12440 -2.76945 -1.78325
N -0.01578 -1.48857 -2.22911
C 0.15919 -1.47559 -3.58448
H 0.72851 -3.13172 -4.93612
H 0.57028 -4.64545 -2.72139
H 0.09642 -3.04038 -0.73816
H -0.27371 -0.68391 -1.67586
H -0.00780 -0.57031 -4.14925
C -2.86117 -2.54962 5.29985
C -1.95960 -1.49585 5.08269
C -1.79946 -1.41691 3.73700
N -2.56705 -2.43825 3.17770
C -3.14803 -3.20781 4.15141
H -3.11672 -2.95730 6.26675
H -1.51723 -0.78267 5.76246
H -1.13505 -0.73550 3.22649
H -2.58577 -2.66131 2.19282
H -3.60669 -4.13730 3.84797
C 2.74649 3.78313 -0.28466
C 4.10381 4.18213 -0.31616
C 4.19388 5.36344 0.37864
N 2.95794 5.69771 0.87365
C 2.07313 4.68207 0.48320
H 2.28697 2.92699 -0.75610
H 4.81837 3.67531 -0.94777
H 4.99331 6.06572 0.56338
H 2.66594 6.56669 1.29758
H 1.02097 4.82240 0.68237
C -1.54874 -0.35033 0.18746
C -1.66290 0.83127 -0.58859
C -0.44573 1.45312 -0.52409
N 0.45025 0.75760 0.25100
C -0.23497 -0.36286 0.69841
H -2.37899 -1.01126 0.38808
H -2.53372 1.09969 -1.16828
H -0.01957 2.29412 -1.05088
H 1.43480 0.98091 0.28089
H 0.26629 -1.09539 1.31366
*
```

Mulliken population analysis, charges in e, atoms 1 to 4: C -1.081; C 0.132; O -0.496; S 1.075

Entry from the Open Molecules 2025 dataset: a molecular structure, C4H5O2Sm (ωB97M-V/def2-TZVPD).

Calculated values
- Kohn-Sham gap (alpha / beta): 4.8 / 6.7 eV
- ⟨S²⟩: 9.2195
- E_tot: -962.936700 Eh
- Highest occupied orbital energy (alpha / beta): -16.110 / -16.116 eV
- F_max: 4.43 eV Å⁻¹

Structure (ORCA input):
```
! wB97M-V def2-TZVPD RIJCOSX def2/J DEFGRID3
* xyz 2 6
H -3.34070 -2.76096 -1.51335
O -0.86200 -0.77771 0.83935
C 1.06951 0.52754 0.41235
C 1.81027 1.59809 0.94800
C 0.13734 -0.06150 1.26572
C 0.81025 0.65515 -1.05084
O -0.15382 0.12531 -1.62481
Sm -1.94970 -1.37052 -1.47698
H -1.40564 -1.14568 1.55688
H 1.98458 2.20865 -0.05685
H 0.16676 0.17307 2.33308
H 1.73314 0.82856 -1.63255
*
```

Mulliken population analysis, charges in e, atoms 1 to 4: H -0.076; O -0.384; C 0.175; C -0.476

Q: The highest E_tot belongs to which entry?
A: C6H10O